Entry 1:
Density functional theory data (ωB97M-V/def2-TZVPD) for a 2-piece molecular cluster, C46H50F2N3 overall at a distorted geometry.

Atoms and positions in Å:
C -3.7085 -3.5553 -0.7979
C -4.1347 -3.0211 0.5627
C -4.8709 -4.0703 1.3895
C -4.8988 -1.7260 0.3884
C -6.2857 -1.7087 0.2551
C -6.9498 -0.5049 -0.0052
C -6.2310 0.6897 -0.0745
C -4.8407 0.6915 0.0859
C -4.0597 1.9936 0.0084
C -4.3782 2.9252 1.1695
C -4.2317 2.6905 -1.3390
C -4.1815 -0.5227 0.3035
N -2.7308 -0.5469 0.4420
N -1.9283 -0.9382 -0.5779
N -0.6594 -0.8938 -0.0619
C 0.5175 -0.8364 -0.9172
C 1.0395 0.4053 -1.3071
C 0.2691 1.6774 -0.9707
C -0.9058 1.8515 -1.9184
C 1.1451 2.9252 -0.9327
C 2.2046 0.4293 -2.0806
C 2.8011 -0.7675 -2.4852
C 2.2786 -2.0002 -2.0862
C 1.1206 -2.0353 -1.3037
C 0.4656 -3.3506 -0.8969
C 1.4700 -4.3941 -0.4184
C -0.4144 -3.8710 -2.0258
C -0.6801 -0.4371 1.2529
C 0.5177 -0.2478 2.0260
C 0.6130 0.8975 2.8477
C 1.7773 1.1580 3.5619
C 2.8599 0.2799 3.4927
C 2.7665 -0.8871 2.7210
C 1.6161 -1.1487 1.9871
C -1.9981 -0.1780 1.5927
C -2.5791 0.3614 2.7285
H -3.1668 -2.7757 -1.3485
H -3.0566 -4.4318 -0.6929
H -4.5897 -3.8517 -1.3859
H -3.2276 -2.7614 1.1197
H -5.2280 -3.6367 2.3293
H -5.7259 -4.4897 0.8475
H -4.1797 -4.8849 1.6322
H -6.8461 -2.6417 0.3608
H -8.0322 -0.5016 -0.1568
H -6.7386 1.6425 -0.2445
H -3.0076 1.7135 0.1024
H -4.0773 2.4571 2.1129
H -3.8260 3.8657 1.0520
H -5.4518 3.1487 1.2136
H -3.8936 2.0317 -2.1479
H -5.2811 2.9543 -1.5184
H -3.6271 3.6059 -1.3624
H -0.1379 1.5459 0.0400
H -1.5733 0.9826 -1.8785
H -1.4869 2.7485 -1.6719
H -0.5490 1.9464 -2.9530
H 1.9832 2.7864 -0.2393
H 1.5366 3.1551 -1.9305
H 0.5588 3.7838 -0.5849
H 2.6383 1.3907 -2.3773
H 3.6930 -0.7350 -3.1097
H 2.7650 -2.9402 -2.3697
H -0.1903 -3.1151 -0.0506
H 2.1436 -3.9648 0.3330
H 0.9371 -5.2347 0.0427
H 2.0700 -4.7708 -1.2558
H -1.0782 -3.0772 -2.3892
H 0.2045 -4.2053 -2.8680
H -1.0315 -4.7123 -1.6888
H -0.2529 1.5584 2.8873
H 1.8080 2.0553 4.1795
H 3.7668 0.4917 4.0691
H 3.5963 -1.5979 2.7091
H 1.5182 -2.0617 1.3988
H -1.9246 0.6086 3.5524
H -3.6645 0.4038 2.7816
F -2.6577 2.3411 10.7953
C -1.6700 1.4729 10.3787
C -1.5940 0.2222 10.9987
C -0.5336 -0.6314 10.6133
C 0.3150 -0.2878 9.5787
C 0.1296 0.9229 8.8487
C 0.8897 1.0962 7.6736
C 1.2165 2.3566 7.0998
C 2.5803 2.6101 6.7753
C 2.9803 3.8182 6.2243
C 2.0450 4.8341 5.9701
C 0.7069 4.5796 6.2843
F -0.2269 5.5594 6.0341
C 0.2703 3.3958 6.8694
C -0.7918 1.8817 9.3847
H -2.3286 -0.0576 11.7464
H -0.3786 -1.5652 11.1506
H 1.1533 -0.9256 9.2820
H 1.4524 0.2155 7.3275
H 3.3130 1.8426 7.0335
H 4.0369 4.0045 6.0236
H 2.3358 5.7936 5.5546
H -0.7761 3.2658 7.1284
H -0.8309 2.8956 9.0044

Atoms 1-3, force components in eV/Å:
C -0.021 -0.073 -0.370
C 0.105 0.086 0.371
C -0.018 0.020 0.055

Results
net charge: +1
electronic energy: -58409.347 eV
LUMO level: -0.2224 Ha
2S+1: 1

=====

Entry 2:
Density functional theory data (ωB97M-V/def2-TZVPD) for C46H51Cl7ILaN5O3PSSi3 as an isolated structure at a distorted geometry.

Atoms and positions in Å:
La 12.2000 11.8476 13.1650
I 9.7943 12.6138 10.9037
C 9.1177 14.0577 9.4664
C 7.9382 13.7056 8.8440
C 7.2989 14.5507 7.9398
C 7.8507 15.7667 7.6644
C 9.0535 16.1697 8.2794
C 9.5607 17.4469 7.9778
C 10.7176 17.8807 8.5564
C 11.3988 17.0407 9.4324
C 10.9622 15.7721 9.7636
P 12.1075 14.8938 10.9927
C 13.6402 15.2376 10.0170
C 14.8905 15.2839 10.6288
C 16.0448 15.4405 9.8818
C 15.9771 15.5420 8.5024
C 14.7465 15.4312 7.8796
C 13.5935 15.2661 8.6222
C 11.9671 16.3694 12.0962
C 12.9845 17.2636 12.3983
C 12.7160 18.3917 13.1548
C 11.4382 18.6286 13.6280
C 10.4317 17.7128 13.3678
C 10.6910 16.5941 12.6024
C 9.7424 15.3080 9.2009
H 7.4994 12.7488 9.0730
H 6.3740 14.2393 7.4764
H 7.3690 16.4387 6.9686
H 9.0151 18.0762 7.2880
H 11.1101 18.8645 8.3402
H 12.3203 17.4035 9.8644
H 14.9583 15.1618 11.6994
H 17.0031 15.4729 10.3832
H 16.8722 15.6738 7.9090
H 14.6807 15.4583 6.7998
H 12.6514 15.1485 8.1046
H 13.9863 17.0829 12.0410
H 13.5099 19.0979 13.3696
H 11.2193 19.5216 14.2024
H 9.4382 17.8720 13.7600
H 9.9057 15.8785 12.4068
C 9.5060 7.8229 16.4288
Si 10.6590 9.0041 15.4012
C 11.9440 7.7702 14.6708
C 11.4972 9.8488 16.9028
C 9.8673 10.1115 14.0726
Si 8.3868 11.0869 14.7948
C 6.9397 9.9047 15.3044
C 8.6892 12.0483 16.4212
C 7.4684 12.3096 13.6278
Si 9.2917 9.0383 12.6326
C 8.7698 7.2126 13.0320
C 7.7863 9.5006 11.5130
C 10.6542 8.7369 11.3058
C 10.5940 7.6216 10.4678
C 11.5998 7.3637 9.5590
C 12.6826 8.2273 9.5338
C 12.6638 9.3152 10.3880
N 11.6770 9.5888 11.2310
H 10.0743 7.0323 16.9136
H 8.7503 7.3502 15.8150
H 8.9913 8.3736 17.2100
H 12.9206 7.9095 15.1228
H 12.0656 7.9101 13.6018
H 11.6567 6.7344 14.8356
H 12.0380 9.1246 17.5090
H 10.7616 10.3268 17.5398
H 12.1986 10.6108 16.5980
H 7.2053 9.3206 16.1762
H 6.7003 9.2087 14.5082
H 6.0339 10.4540 15.5468
H 8.7534 11.3789 17.2743
H 7.8838 12.7512 16.6176
H 9.6117 12.6091 16.3668
H 7.2858 11.8831 12.6497
H 8.0528 13.2113 13.4962
H 6.5067 12.5947 14.0484
H 7.9939 7.2049 13.7902
H 9.6100 6.6463 13.4182
H 8.3733 6.6751 12.1732
H 6.8895 9.6156 12.1100
H 7.5960 8.7206 10.7796
H 7.9448 10.4208 10.9672
H 9.7464 6.9580 10.5270
H 11.5546 6.5072 8.8974
H 13.5192 8.0795 8.8666
H 13.5021 9.9955 10.3938
Cl 10.4878 13.6976 13.9330
Cl 13.7405 14.1625 13.4370
O 13.4624 9.9087 13.3070
N 13.8857 10.2326 14.4074
O 14.7123 9.5652 14.9682
O 13.4008 11.2114 14.9666
C 10.1403 13.9843 19.6332
C 10.9753 12.7208 19.4286
C 11.9579 12.9548 18.3404
N 11.6251 13.2155 17.1388
N 12.6190 13.4604 16.3060
C 13.7868 13.4146 16.8488
N 14.9385 13.7508 16.2540
S 13.7161 13.0019 18.5848
H 9.3858 13.8156 20.3992
H 9.6525 14.2416 18.6976
H 10.7751 14.8159 19.9342
H 10.3086 11.9043 19.1364
H 11.4920 12.4395 20.3482
H 14.8352 13.8688 15.2410
H 15.7875 13.3349 16.5978
Cl 15.5788 11.6691 13.3004
C 15.3854 11.9818 11.6122
C 14.0752 12.0621 11.1169
C 14.0427 12.2312 9.7276
Cl 12.4970 12.3344 8.9672
C 15.1557 12.2877 8.8968
Cl 15.0042 12.3497 7.1806
C 16.4180 12.2794 9.4688
Cl 17.8177 12.4651 8.4872
C 16.5341 12.1285 10.8436
Cl 18.1017 12.1197 11.5634

Atoms 1-3, force components in eV/Å:
La -2.372 2.157 -2.706
I -1.582 0.222 -1.228
C -0.133 -0.611 0.138

Results
net charge: -2
electronic energy: -202501.848 eV
LUMO level: 0.1387 Ha
2S+1: 1

=====

no.,HOMO energy (eV)
1,-8.1
2,-2.8